No. 1
{
  "formula": "C21H41F10N4OReSSbSeSi3Te",
  "method": "ωB97M-V with the def2-TZVPD basis set",
  "orbital_gap_ev": [7.17, 6.44],
  "total_charge": 2,
  "spin_multiplicity": 4,
  "species": ["Re", "N", "N", "C", "N", "S", "H", "H", "H", "H", "H", "C", "C", "C", "C", "C", "N", "H", "H", "H", "H", "H", "H", "H", "H", "H", "F", "C", "C", "F", "C", "F", "C", "Se", "C", "F", "C", "F", "C", "Si", "C", "C", "Sb", "Si", "C", "C", "C", "Si", "C", "C", "C", "H", "H", "H", "H", "H", "H", "H", "H", "H", "H", "H", "H", "H", "H", "H", "H", "H", "H", "H", "H", "H", "H", "H", "H", "H", "H", "H", "F", "Te", "F", "F", "F", "F", "O"],
  "positions_angstrom": [[-0.2470, 0.4678, 0.1601], [0.0013, 0.2739, 2.3362], [1.3221, -0.0608, 2.7317], [2.3146, -0.1573, 1.8379], [3.4985, -0.5635, 2.2643], [2.1120, 0.2958, 0.1971], [-0.2791, 1.1006, 2.8658], [-0.6029, -0.5091, 2.6120], [1.4252, -0.4315, 3.6666], [3.6872, -0.8079, 3.2245], [4.2525, -0.6598, 1.6022], [-0.3095, -1.9440, -4.4840], [-0.1924, -0.4117, -4.4258], [-1.3409, 0.2604, -5.1911], [1.1674, 0.0554, -4.9706], [-0.2536, -0.0196, -3.0098], [-0.3016, 0.2854, -1.9048], [-0.2390, -2.2484, -5.5279], [-1.2637, -2.2869, -4.0869], [0.4963, -2.4254, -3.9304], [-1.2554, -0.0247, -6.2394], [-1.2843, 1.3469, -5.1278], [-2.3111, -0.0702, -4.8267], [1.2414, -0.2481, -6.0143], [1.9927, -0.4001, -4.4231], [1.2629, 1.1407, -4.9220], [-6.3556, 1.8165, -2.6578], [-5.4289, 1.5638, -1.7384], [-5.5091, 2.0311, -0.3535], [-4.6923, 2.8256, 0.3291], [-5.4698, 0.5843, -0.4619], [-6.4291, -0.2375, -0.0567], [-4.0978, 0.0863, -0.7957], [-2.7455, -0.0127, 0.5597], [-4.1076, -0.5098, -2.1716], [-5.1272, -1.2284, -2.6059], [-4.1162, 0.9757, -2.0967], [-3.0646, 1.6646, -2.5669], [-3.3151, 4.6112, -1.7854], [-1.4588, 4.6897, -1.8327], [-0.9862, 6.4499, -1.4553], [-0.7477, 4.0369, -3.4317], [-0.2342, 3.2422, -0.0194], [-0.7954, 4.1191, 2.3420], [0.6357, 3.6208, 3.4584], [-2.3663, 3.2579, 2.8794], [-1.0031, 5.9657, 2.3040], [2.2633, 3.8803, -0.4594], [3.2523, 3.6566, 1.1142], [2.4931, 5.6621, -0.9555], [2.7854, 2.7538, -1.8667], [-3.6516, 5.3738, -2.4954], [-3.7243, 4.8730, -0.8096], [-3.7292, 3.6600, -2.1058], [-1.6034, 7.0958, -2.0868], [0.0520, 6.6832, -1.6632], [-1.1994, 6.7158, -0.4191], [-1.3839, 4.3383, -4.2679], [-0.6883, 2.9476, -3.4294], [0.2526, 4.4350, -3.6128], [1.2074, 2.7596, 3.1066], [0.2680, 3.4131, 4.4672], [1.3507, 4.4414, 3.5414], [-2.3610, 2.1795, 2.6975], [-3.2353, 3.6629, 2.3580], [-2.5205, 3.4160, 3.9501], [-0.1281, 6.4682, 1.8883], [-1.1453, 6.3362, 3.3228], [-1.8794, 6.2578, 1.7235], [3.1407, 4.5395, 1.7469], [4.3082, 3.5893, 0.8356], [3.0053, 2.7774, 1.7042], [1.9684, 6.3629, -0.3054], [2.2118, 5.8574, -1.9886], [3.5628, 5.8766, -0.8676], [2.2201, 1.8218, -1.9190], [3.8439, 2.4992, -1.7746], [2.6545, 3.2731, -2.8183], [-1.6803, -2.0506, 2.4546], [-1.7795, -2.4599, 0.5867], [-3.5141, -3.0642, 0.8219], [-1.8924, -3.0082, -1.1817], [-1.1214, -4.1024, 1.0328], [-2.9476, -1.0300, -2.5844], [-0.1617, -1.5873, 0.3219]],
  "lowdin_charge": [0.66, -0.08, 0.00, -0.73, 0.16, 0.73, 0.09, 0.07, 0.18, 0.14, 0.13, -0.01, -0.56, -0.01, -0.02, -0.07, 0.03, 0.11, 0.08, 0.10, 0.11, 0.08, 0.08, 0.10, 0.10, 0.09, 0.16, -0.20, 0.01, 0.11, -0.28, 0.17, -0.40, 0.89, -0.43, 0.22, -0.20, 0.10, -0.19, 0.36, -0.19, -0.21, 0.87, 0.32, -0.22, -0.22, -0.21, 0.33, -0.22, -0.21, -0.25, 0.06, 0.04, 0.00, 0.05, 0.01, 0.02, 0.05, -0.01, 0.03, -0.01, 0.05, 0.04, -0.02, 0.03, 0.05, 0.03, 0.05, 0.03, 0.04, 0.05, -0.01, 0.03, 0.03, 0.05, -0.05, 0.05, 0.03, -0.43, 1.67, -0.36, -0.36, -0.31, 0.13, -0.76]
}

---

No. 2
{
  "formula": "C19H26N4S",
  "method": "ωB97M-V with the def2-TZVPD basis set",
  "orbital_gap_ev": 8.44,
  "smiles": "Cc1cccc(NC(=S)N(CCN(C)C)[C@H](C)c2cccnc2)c1",
  "total_charge": 0,
  "species": ["C", "C", "C", "C", "C", "C", "N", "C", "S", "N", "C", "C", "N", "C", "C", "C", "C", "C", "C", "C", "C", "N", "C", "C", "H", "H", "H", "H", "H", "H", "H", "H", "H", "H", "H", "H", "H", "H", "H", "H", "H", "H", "H", "H", "H", "H", "H", "H", "H", "H"],
  "positions_angstrom": [[-5.5595, -1.4084, -2.0150], [-4.8535, -0.5420, -1.0486], [-5.8465, 0.3116, -0.2313], [-5.2259, 1.1632, 0.6103], [-3.8154, 0.9113, 0.7367], [-3.0252, 0.0699, 0.2348], [-1.7872, 0.2100, 0.6325], [-1.0176, -0.9816, 0.5395], [-1.5702, -2.5471, 0.2515], [0.4018, -1.0286, 0.8803], [0.9252, 0.5693, 1.2712], [1.0220, 1.1886, 0.0128], [2.2319, 1.9738, -0.0152], [2.4220, 3.2688, 0.7393], [2.6180, 2.5281, -1.3909], [1.2713, -1.9763, 1.1090], [1.6678, -2.1403, 2.5194], [2.5077, -1.6432, 0.1187], [3.7277, -1.3315, 0.4460], [4.6735, -1.0523, -0.5447], [4.3368, -0.8851, -1.8304], [3.0535, -1.2771, -2.3699], [2.2157, -1.4755, -1.3716], [-3.5071, -0.5970, -0.7444], [-5.3009, -2.6032, -1.8261], [-5.1247, -1.1117, -3.1705], [-6.8123, -1.1759, -2.1316], [-6.8221, 0.5875, -0.7667], [-5.8088, 2.0373, 0.9584], [-3.3473, 1.6757, 1.6303], [-1.2345, 0.7711, 1.0774], [1.9151, 0.3452, 1.4685], [0.2624, 0.9469, 2.1533], [0.1569, 1.8813, -0.0964], [0.9529, 0.8535, -0.9387], [1.5639, 3.9939, 0.6496], [2.0617, 2.8280, 1.7288], [3.1995, 3.6858, 0.9352], [2.5868, 1.5771, -1.9042], [3.6155, 3.0285, -1.6761], [2.0041, 3.1629, -1.8917], [0.7662, -2.9523, 0.6251], [0.9937, -2.6634, 3.1540], [2.0873, -1.3386, 3.1655], [2.4053, -3.1253, 2.4414], [4.0847, -1.0668, 1.5218], [5.7310, -0.6527, -0.4167], [4.9929, -0.6356, -2.3747], [1.2037, -1.8139, -1.6708], [-2.9996, -1.5438, -1.1852]],
  "lowdin_charge": [-0.13, -0.27, -0.05, -0.09, -0.06, -0.47, 0.13, -0.58, 0.72, -0.10, -0.04, -0.27, -0.19, -0.06, -0.08, -0.48, -0.06, -0.12, -0.09, -0.08, -0.10, 0.10, -0.10, -0.09, 0.12, 0.13, 0.13, 0.12, 0.11, 0.18, 0.03, 0.07, 0.17, 0.14, 0.09, 0.11, 0.10, -0.03, 0.05, 0.12, 0.03, 0.13, 0.06, 0.09, 0.15, 0.15, 0.13, -0.01, 0.11, 0.07]
}

---

No. 3
{
  "formula": "C5H8O3Pr",
  "method": "ωB97M-V with the def2-TZVPD basis set",
  "orbital_gap_ev": [3.94, 8.98],
  "total_charge": 2,
  "spin_multiplicity": 4,
  "species": ["Pr", "O", "O", "C", "C", "O", "C", "H", "H", "H", "H", "C", "C", "H", "H", "H", "H"],
  "positions_angstrom": [[-2.0916, -0.0706, -0.6582], [-0.0047, -1.0170, -0.0569], [1.7402, 0.4202, -0.1193], [1.2544, 1.4001, -1.0596], [0.1987, 2.2782, -0.4029], [-0.8182, 1.4673, 0.1023], [0.8979, -0.3613, 0.5357], [2.1379, 1.9847, -1.3361], [0.8769, 0.8575, -1.9389], [-0.0752, 3.0746, -1.1163], [0.6631, 2.7979, 0.4554], [1.5026, -0.8719, 1.8266], [2.3418, -2.0763, 1.5527], [2.1066, -0.0656, 2.2626], [0.6809, -1.1108, 2.5139], [1.8681, -3.0401, 1.3681], [3.4087, -1.9676, 1.3605]],
  "lowdin_charge": [2.06, -0.11, 0.07, -0.08, -0.21, -0.38, -0.40, 0.16, 0.14, 0.15, 0.16, -0.13, 0.12, 0.14, 0.14, 0.08, 0.09]
}

---

No. 4
{
  "formula": "C10H20IrN2PS",
  "method": "ωB97M-V with the def2-TZVPD basis set",
  "orbital_gap_ev": [5.37, 5.65],
  "total_charge": 1,
  "spin_multiplicity": 6,
  "species": ["C", "C", "C", "C", "C", "Ir", "P", "H", "H", "H", "H", "H", "H", "H", "H", "C", "C", "N", "C", "S", "N", "C", "C", "H", "H", "H", "H", "H", "H", "H", "H", "H", "H", "H", "H"],
  "positions_angstrom": [[1.7760, -2.7751, -2.1493], [2.2269, -2.8010, -3.4560], [1.6867, -2.0177, -4.4893], [0.5239, -1.2275, -4.4020], [-0.1744, -0.9813, -3.2207], [0.9478, -1.0636, -1.6655], [1.7491, -1.6669, 0.4083], [2.0586, -3.5740, -1.4308], [3.0365, -3.5023, -3.6851], [2.1440, -2.1384, -5.4718], [-1.1479, -0.4512, -3.2263], [0.1380, -0.7888, -5.3283], [2.7090, -0.7311, 0.9285], [2.5606, -2.8493, 0.5004], [0.7923, -1.9458, 1.4440], [-1.9757, 3.3441, 1.0403], [-2.4164, 1.9199, 1.2766], [-1.5513, 0.8955, 0.6064], [-0.1969, 1.0197, 0.5827], [0.7034, 1.0499, -0.8937], [0.4776, 1.2065, 1.7177], [-0.0914, 1.1041, 3.0752], [-0.8626, -0.1802, 3.2895], [-0.9837, 3.5538, 1.4618], [-2.6883, 4.0173, 1.5215], [-1.9730, 3.5696, -0.0320], [-2.4652, 1.6632, 2.3389], [-3.4133, 1.7433, 0.8537], [-1.9215, 0.5940, -0.2943], [1.4780, 1.3649, 1.6173], [0.7612, 1.1577, 3.7646], [-0.7061, 1.9918, 3.2595], [-0.2034, -1.0497, 3.2697], [-1.3638, -0.1429, 4.2612], [-1.6347, -0.3090, 2.5271]],
  "lowdin_charge": [-0.33, -0.16, -0.11, -0.15, -0.27, 0.88, 0.69, 0.02, 0.12, 0.11, 0.06, 0.12, -0.06, -0.05, -0.06, -0.08, -0.23, -0.05, -0.89, 0.69, -0.05, -0.22, -0.09, 0.07, 0.08, 0.08, 0.09, 0.12, 0.11, 0.11, 0.13, 0.10, 0.05, 0.09, 0.06]
}

---

No. 5
{
  "formula": "C30H45NO2P2Tc",
  "method": "ωB97M-V with the def2-TZVPD basis set",
  "orbital_gap_ev": [6.86, 4.45],
  "total_charge": 2,
  "spin_multiplicity": 4,
  "species": ["P", "P", "C", "C", "H", "H", "H", "H", "C", "H", "H", "H", "C", "H", "H", "H", "C", "H", "H", "H", "C", "H", "H", "H", "Tc", "C", "C", "C", "C", "C", "C", "C", "C", "C", "H", "H", "H", "H", "H", "H", "H", "H", "H", "H", "H", "H", "H", "H", "H", "C", "C", "C", "C", "C", "C", "N", "C", "C", "C", "C", "C", "C", "C", "O", "O", "C", "C", "H", "H", "H", "H", "H", "H", "H", "H", "H", "H", "H", "H", "H", "H"],
  "positions_angstrom": [[-1.4653, 3.0027, -0.0204], [-3.4489, 0.7929, -2.6943], [-2.5355, 3.3596, -1.5878], [-3.7287, 2.4356, -1.8934], [-1.8396, 3.4142, -2.4444], [-2.8930, 4.3970, -1.4535], [-4.2983, 2.2301, -0.9757], [-4.3971, 2.9929, -2.5702], [-4.3215, 1.0049, -4.3392], [-4.2600, 0.0931, -4.9542], [-3.8578, 1.8043, -4.9348], [-5.3886, 1.2501, -4.2331], [-4.5697, -0.3667, -1.8471], [-5.5883, -0.3354, -2.2549], [-4.6034, -0.1005, -0.7883], [-4.1812, -1.3847, -1.9355], [-0.3219, 4.4265, -0.4522], [0.5298, 4.4431, 0.2358], [-0.8737, 5.3783, -0.3895], [0.0677, 4.2892, -1.4718], [-2.6425, 3.6070, 1.2529], [-3.3566, 2.7887, 1.4492], [-3.1572, 4.4949, 0.8562], [-2.0997, 3.8324, 2.1798], [-0.9157, 1.1769, 0.9773], [-1.8768, -0.3971, -3.6726], [-1.2551, -0.0481, -4.8793], [-0.9251, 1.3044, -5.3442], [0.5583, 1.7559, -5.1493], [0.9249, 2.4215, -3.8717], [0.7226, 1.8458, -2.6602], [-0.4862, 1.0777, -2.2372], [-0.7334, -0.3896, -2.6501], [0.2741, 2.4886, 2.1395], [-2.4587, -1.3181, -3.7315], [-0.6719, -0.8362, -5.3731], [-1.6046, 2.0468, -4.9188], [-1.0565, 1.3067, -6.4432], [1.2458, 0.9190, -5.3196], [0.7728, 2.5198, -5.9017], [1.4522, 3.3768, -3.8953], [1.2643, 2.2292, -1.7909], [-1.4001, 1.6540, -2.5171], [-0.5789, 1.0446, -1.0687], [0.1833, -0.7971, -3.1047], [-1.0277, -1.0014, -1.7793], [0.7744, 1.9238, 2.9628], [-0.1207, 3.3785, 2.6856], [1.1394, 2.9195, 1.5691], [1.2990, -5.0458, 5.9269], [2.1310, -3.8121, 5.6892], [2.8403, -3.2392, 6.7581], [3.5924, -2.0740, 6.5627], [3.5759, -1.4440, 5.3435], [2.8911, -2.0238, 4.2579], [2.8624, -1.3640, 3.0449], [3.0224, -1.9469, 1.8001], [3.9681, -2.9488, 1.5259], [4.0872, -3.4404, 0.2335], [3.2993, -2.9153, -0.8075], [2.3049, -1.9798, -0.5154], [2.1243, -1.5526, 0.7883], [1.0028, -0.5929, 1.1150], [0.8381, 0.3027, 0.1981], [0.2314, -0.5471, 2.0767], [2.1767, -3.2341, 4.4230], [1.4255, -3.8451, 3.2846], [0.2309, -4.8565, 5.7335], [1.6047, -5.8679, 5.2628], [1.3907, -5.3933, 6.9620], [2.7890, -3.7117, 7.7337], [4.1858, -1.6564, 7.3924], [4.0992, -0.4941, 5.1586], [2.8724, -0.3426, 3.0890], [4.5893, -3.3129, 2.3524], [4.8183, -4.2246, 0.0347], [3.4557, -3.2521, -1.8255], [1.6631, -1.5893, -1.2990], [0.6660, -4.5465, 3.6405], [0.9058, -3.0904, 2.6856], [2.0864, -4.4111, 2.6143]],
  "lowdin_charge": [0.69, 1.05, -0.36, -0.31, 0.07, 0.09, 0.08, 0.10, -0.20, 0.07, 0.05, 0.06, -0.19, 0.07, 0.05, 0.06, -0.20, 0.03, 0.06, 0.03, -0.25, 0.04, 0.06, 0.03, 0.92, -0.27, -0.11, -0.18, -0.17, -0.08, -0.09, -0.28, -0.19, -0.26, 0.12, 0.15, 0.10, 0.13, 0.13, 0.11, 0.11, 0.10, 0.01, 0.01, 0.13, 0.11, 0.00, 0.01, 0.01, -0.03, -0.19, 0.04, -0.03, 0.02, -0.16, 0.19, -0.21, 0.01, -0.03, -0.02, 0.01, -0.06, -0.57, -0.16, -0.04, -0.12, 0.00, 0.10, 0.10, 0.09, 0.13, 0.13, 0.14, 0.19, 0.14, 0.12, 0.12, 0.11, 0.08, 0.09, 0.10]
}

---

No. 6
{
  "formula": "C4H5NO",
  "method": "ωB97M-V with the def2-TZVPD basis set",
  "orbital_gap_ev": [9.28, 5.94],
  "total_charge": 0,
  "spin_multiplicity": 3,
  "species": ["C", "C", "C", "C", "N", "O", "H", "H", "H", "H", "H"],
  "positions_angstrom": [[-1.7313, -0.9009, -0.0874], [-0.5965, 1.2995, 0.2074], [0.2248, 0.3502, -0.6014], [1.2376, -0.4863, 0.0354], [-2.5152, -1.5298, 0.4546], [-1.0433, 2.3366, -0.1432], [-0.3204, 0.9896, 1.2876], [0.3255, 0.3089, -1.6536], [0.7695, -1.4994, 0.1857], [1.5724, -0.1336, 1.0106], [2.0769, -0.7347, -0.6959]],
  "lowdin_charge": [-0.12, -0.33, -0.17, -0.13, 0.04, 0.17, 0.16, 0.10, 0.09, 0.08, 0.11]
}

---

No. 7
{
  "formula": "C2H8S4Si",
  "method": "ωB97M-V with the def2-TZVPD basis set",
  "orbital_gap_ev": 8.81,
  "smiles": "S=[Si](S)CCS.S",
  "total_charge": 0,
  "species": ["S", "Si", "S", "C", "C", "S", "H", "H", "H", "H", "H", "H", "S", "H", "H"],
  "positions_angstrom": [[1.2138, -0.1206, 2.9251], [1.1402, -1.1442, 1.1673], [0.8122, -3.2222, 0.8324], [1.1085, -0.6668, -0.7213], [0.4775, 0.7102, -0.8719], [-0.0703, 1.1930, -2.5533], [0.4446, -3.6740, 2.0288], [0.7335, -1.3594, -1.4605], [2.1222, -0.5120, -1.0866], [1.2667, 1.3690, -0.6248], [-0.5490, 0.7040, -0.3942], [1.1486, 1.0828, -3.1650], [-3.0035, 1.9988, 0.7029], [-2.8052, 1.1289, 1.8225], [-4.0397, 2.5125, 1.3987]],
  "lowdin_charge": [0.12, -0.04, 0.45, -0.44, -0.66, 0.67, -0.20, 0.05, 0.06, 0.05, 0.03, -0.13, 0.41, -0.15, -0.23]
}

---

No. 8
{
  "formula": "C4H5N3S",
  "method": "ωB97M-V with the def2-TZVPD basis set",
  "orbital_gap_ev": 7.67,
  "smiles": "Cn1ncc(=S)cn1",
  "total_charge": 0,
  "species": ["C", "N", "N", "C", "C", "S", "C", "N", "H", "H", "H", "H", "H"],
  "positions_angstrom": [[-2.0291, 2.3589, -0.0766], [-1.1328, 1.1629, -0.1626], [-1.3392, 0.2126, 0.7952], [-0.4997, -0.7125, 0.8753], [0.6765, -0.8235, 0.0535], [1.8855, -1.9769, 0.1506], [0.7863, 0.2803, -0.8560], [-0.0949, 1.2543, -0.9744], [-2.0206, 2.8578, -1.0169], [-3.0446, 1.9265, -0.0470], [-1.8312, 2.9379, 0.8532], [-0.6061, -1.5248, 1.6847], [1.6993, 0.4058, -1.4679]],
  "lowdin_charge": [0.00, -0.23, 0.12, -0.18, -0.78, 0.61, -0.16, 0.12, 0.07, 0.09, 0.10, 0.14, 0.11]
}

---

Energy relative to the best compared isomer or geometry (same formula, charge and spin), record by record: 26.7 346.3 0.9 7.3 0.0 50.6 35.4 60.9 kcal per mole
Energy, record by record: -173385.1188 -36906.2604 -25506.6495 -36623.3034 -58180.3875 -7759.7001 -53422.6352 -19532.2389 eV